Below is a structure of composition C32H42BBrF8N5O7RuS3Si2, with properties calculated with ωB97M-V with the def2-TZVPD basis set.

Calculated values
energy relative to the best compared isomer or geometry (same formula, charge and spin)	0.0	kcal/mol
2S+1	6
lowest unoccupied orbital energy (alpha / beta)	3.703 / 3.703	eV
total charge	-2

```
102
Properties=species:S:1:pos:R:3:forces:R:3
Ru -0.348361 -0.317013 -0.199483 -0.173 -0.072 -0.425
Br 4.531991 -3.048424 5.348463 0.003 0.001 -0.001
C 3.896302 -1.447042 4.537679 -0.071 -0.043 -0.067
C 4.348013 -0.229617 5.017741 0.025 0.036 0.033
C 3.880950 0.937563 4.429238 -0.052 0.014 -0.058
C 2.982472 0.877736 3.371859 0.100 0.106 0.085
C 2.543904 -0.352605 2.906384 -0.132 -0.037 -0.131
C 2.993836 -1.528604 3.492274 0.043 -0.014 0.090
C 1.560804 -0.422362 1.759217 0.049 -0.051 0.157
O 1.307521 0.653616 1.148083 -0.079 0.048 -0.014
O 1.051723 -1.519403 1.461212 0.042 -0.046 -0.034
H 5.048859 -0.196719 5.841131 -0.002 0.001 -0.006
H 4.220293 1.896216 4.802514 -0.005 -0.011 -0.006
H 2.604111 1.773279 2.895648 0.003 -0.013 0.014
H 2.621706 -2.472761 3.122493 0.000 -0.058 -0.026
C -3.586871 4.446695 6.298974 0.021 0.013 -0.065
C -2.945900 5.767351 5.942216 0.058 -0.020 0.044
O -3.141375 6.776534 6.581433 -0.022 0.060 0.049
S -1.874017 5.842195 4.518237 -0.102 0.070 0.106
C -1.902655 4.235034 3.843681 0.040 -0.191 -0.176
C -0.908583 3.283936 4.190242 -0.094 0.022 -0.054
C -0.925436 2.019319 3.672013 -0.153 -0.049 -0.060
C -1.955127 1.607428 2.753489 -0.003 0.200 0.187
C -2.945779 2.588989 2.398217 0.093 -0.114 0.085
C -2.909710 3.849883 2.922740 0.077 0.010 0.095
C -1.974765 0.341782 2.215773 0.165 -0.024 -0.197
C -1.965697 -0.790504 1.697604 -0.080 0.102 0.046
H -3.912395 4.493587 7.336694 -0.005 0.027 -0.016
H -2.914601 3.607503 6.131342 0.005 0.011 0.003
H -4.454840 4.292577 5.654647 0.014 -0.021 -0.019
H -0.123513 3.572344 4.881057 0.004 0.007 -0.018
H -0.148616 1.310166 3.932719 -0.017 0.007 -0.001
H -3.716513 2.315513 1.687996 0.003 -0.010 0.021
H -3.664415 4.574293 2.634603 0.025 0.002 -0.010
C 2.285958 0.700132 -1.811621 -0.006 -0.087 -0.091
N 3.415978 0.663838 -2.746058 -0.028 -0.056 0.034
C 2.921297 0.181558 -4.040618 -0.015 -0.018 0.035
N 2.303691 -1.140464 -3.953257 0.065 0.047 0.072
C 1.194794 -1.065603 -3.000690 0.078 -0.077 0.059
N 1.643350 -0.621851 -1.664210 0.108 0.040 0.101
C 2.669481 -1.578761 -1.181079 0.025 0.025 -0.104
N 3.804898 -1.655161 -2.105170 -0.075 0.077 -0.021
C 4.381529 -0.320564 -2.241229 -0.068 -0.017 0.008
C 3.295398 -2.081497 -3.411940 -0.068 -0.036 0.032
H 1.538253 1.400575 -2.182719 -0.019 0.020 0.006
H 2.619335 1.032822 -0.830763 0.032 0.007 0.044
H 3.759904 0.135220 -4.740284 0.017 0.001 -0.013
H 2.183581 0.891912 -4.422286 -0.010 0.015 0.004
H 0.736533 -2.047791 -2.908670 0.010 0.066 -0.058
H 0.453608 -0.354861 -3.357500 -0.083 0.080 -0.041
H 2.223407 -2.565826 -1.075186 0.021 0.096 -0.001
H 3.020986 -1.250508 -0.204111 0.015 0.017 0.005
H 5.229345 -0.365797 -2.929755 0.011 -0.011 -0.022
H 4.738045 0.010105 -1.263515 0.014 0.016 0.020
H 2.831570 -3.062674 -3.300315 0.025 0.009 -0.003
H 4.130145 -2.154388 -4.113263 0.030 0.006 -0.011
C -4.401732 0.571410 -3.193668 -0.232 0.108 -0.009
Si -2.590457 0.054953 -3.123172 -0.113 -0.014 -0.070
C -1.849664 0.723688 -4.724756 0.104 0.038 -0.098
C -2.648190 -1.800730 -3.316701 0.030 -0.195 0.035
C -1.839126 0.682324 -1.575506 0.581 -0.181 0.479
Si -1.506171 2.489975 -1.426635 -0.043 0.095 0.074
C -3.102506 3.489231 -1.294073 -0.197 0.091 -0.018
C -0.595813 3.232442 -2.900382 0.098 0.057 -0.148
C -0.431097 2.981717 0.032248 0.097 -0.022 0.156
H -4.837000 0.347665 -4.174729 -0.006 0.006 0.056
H -4.519438 1.641720 -2.998103 -0.032 -0.086 -0.042
H -4.980068 0.029928 -2.436881 0.029 0.042 -0.034
H -2.213269 0.112852 -5.558533 0.020 0.017 0.050
H -0.757838 0.698876 -4.746916 -0.022 0.011 -0.038
H -2.161648 1.752756 -4.906982 0.001 0.031 -0.024
H -3.404395 -2.059518 -4.066477 0.048 0.005 -0.003
H -2.929605 -2.271512 -2.373649 -0.010 -0.042 -0.001
H -1.696402 -2.236367 -3.628753 0.000 -0.010 0.047
H -2.580068 0.421276 -0.795481 -0.168 0.145 -0.046
H -3.591728 3.569336 -2.271802 0.020 0.011 0.083
H -2.913681 4.501658 -0.920985 -0.009 -0.049 -0.033
H -3.807345 3.004890 -0.611411 0.034 0.053 -0.030
H -1.240473 3.367855 -3.767887 -0.009 0.016 -0.058
H 0.262135 2.630647 -3.213070 -0.048 0.058 -0.024
H -0.218848 4.217786 -2.603021 -0.011 -0.054 -0.026
H -0.535960 2.328064 0.897336 0.026 0.049 -0.019
H -0.692191 3.990441 0.370265 0.032 0.002 -0.069
H 0.629092 2.973517 -0.240985 -0.040 -0.004 0.008
F -1.443725 -6.321182 -1.786544 -0.039 -0.127 -0.025
C -1.655215 -5.262628 -1.005337 0.114 0.047 0.025
F -1.717023 -5.670376 0.255937 -0.046 -0.033 0.097
F -2.824008 -4.719857 -1.337148 -0.144 -0.001 -0.081
S -0.299691 -4.025283 -1.246344 0.055 0.562 0.122
O -0.899346 -2.779027 -0.804052 0.219 -0.467 0.010
O 0.045875 -4.136401 -2.640281 -0.084 -0.091 0.093
N 0.826052 -4.446493 -0.250981 0.167 -0.215 -0.180
S 1.968335 -5.480517 -0.654811 -0.487 0.131 -0.314
O 1.490370 -6.812834 -0.911306 0.105 0.079 0.034
O 2.971620 -4.931629 -1.526630 -0.051 -0.079 0.099
C 2.766227 -5.565226 0.988375 0.024 0.047 0.055
F 3.241053 -4.383523 1.365775 0.051 0.113 0.045
F 1.928480 -6.009881 1.918395 -0.045 -0.060 0.105
F 3.792783 -6.421000 0.900808 0.117 -0.098 0.051
F -1.764901 -3.235553 2.124937 -0.023 -0.064 -0.046
B -2.404622 -2.209848 1.557237 -0.010 -0.018 0.074
F -3.523202 -2.524539 0.878769 0.035 -0.084 -0.047
```
Positions in Å, forces in eV/Å.